# 1
A structure of composition C55H55FeN4OP3S2 at a distorted geometry. Source: the Open Molecules 2025 dataset; level of theory: ωB97M-V with the def2-TZVPD basis set.

Each line ends with the Mulliken spin population.
Positions of all 121 atoms, in Å:
Fe (-1.575, 0.682, 0.407)  2.895
C (5.008, -1.263, 4.915)  0.000
S (3.314, -0.981, 5.500)  0.000
C (3.162, 0.815, 5.198)  0.000
C (2.695, 1.146, 3.789)  0.007
C (1.341, 0.490, 3.506)  -0.009
N (0.703, 0.986, 2.294)  0.020
P (0.715, 0.214, 0.719)  -0.133
C (2.162, -0.879, 0.993)  -0.012
C (3.466, -0.531, 0.657)  0.003
C (4.516, -1.368, 0.994)  0.000
C (4.272, -2.559, 1.661)  -0.001
C (2.972, -2.928, 1.968)  -0.003
C (1.923, -2.093, 1.632)  0.001
C (1.518, 1.493, -0.325)  0.014
C (2.100, 2.663, 0.151)  0.008
C (2.692, 3.550, -0.731)  0.002
C (2.704, 3.284, -2.091)  0.003
C (2.102, 2.133, -2.577)  -0.024
C (1.513, 1.246, -1.697)  0.021
P (-0.708, 1.973, 2.350)  0.079
C (-0.045, 3.284, 3.463)  0.035
C (0.477, 4.415, 2.842)  0.002
C (1.096, 5.403, 3.585)  0.002
C (1.180, 5.279, 4.962)  0.001
C (0.638, 4.169, 5.591)  0.000
C (0.022, 3.178, 4.850)  0.002
C (-1.855, 1.167, 3.527)  -0.015
C (-1.919, -0.216, 3.647)  -0.008
C (-2.917, -0.805, 4.400)  0.006
C (-3.862, -0.015, 5.035)  0.001
C (-3.812, 1.365, 4.912)  0.005
C (-2.819, 1.955, 4.153)  0.016
H (5.185, -2.332, 4.983)  0.000
H (5.706, -0.732, 5.557)  0.000
H (5.102, -0.939, 3.883)  0.000
H (4.133, 1.260, 5.415)  0.000
H (2.438, 1.171, 5.932)  0.000
H (3.423, 0.796, 3.055)  -0.001
H (2.608, 2.232, 3.697)  -0.001
H (0.675, 0.676, 4.354)  -0.003
H (1.494, -0.591, 3.446)  0.001
H (3.661, 0.401, 0.145)  -0.001
H (5.531, -1.082, 0.747)  0.000
H (5.098, -3.194, 1.948)  0.000
H (2.779, -3.859, 2.478)  0.000
H (0.903, -2.367, 1.866)  -0.004
H (2.102, 2.866, 1.213)  0.004
H (3.157, 4.450, -0.355)  0.000
H (3.187, 3.966, -2.774)  0.000
H (2.097, 1.928, -3.638)  0.009
H (1.057, 0.338, -2.066)  -0.016
H (0.393, 4.509, 1.766)  0.000
H (1.513, 6.269, 3.091)  0.000
H (1.657, 6.049, 5.547)  0.000
H (0.698, 4.073, 6.665)  0.000
H (-0.408, 2.324, 5.356)  0.000
H (-1.192, -0.827, 3.125)  -0.010
H (-2.969, -1.881, 4.478)  0.000
H (-4.643, -0.475, 5.623)  0.000
H (-4.555, 1.982, 5.397)  0.000
H (-2.776, 3.033, 4.044)  -0.002
O (-3.605, 1.839, 1.029)  0.029
C (-4.446, 2.374, 0.019)  0.012
C (-3.861, 3.646, -0.596)  -0.006
C (-2.483, 3.384, -1.217)  0.023
C (-2.523, 2.230, -2.180)  0.006
C (-3.252, 2.319, -3.353)  0.004
C (-3.290, 1.227, -4.212)  0.000
C (-2.592, 0.091, -3.872)  0.034
C (-1.887, 0.073, -2.668)  0.019
N (-1.853, 1.126, -1.833)  -0.001
H (-3.580, 2.466, 1.764)  -0.001
H (-5.443, 2.578, 0.431)  0.001
H (-4.536, 1.588, -0.733)  -0.003
H (-3.765, 4.419, 0.173)  -0.002
H (-4.555, 4.012, -1.355)  0.000
H (-1.758, 3.143, -0.427)  0.000
H (-2.141, 4.282, -1.737)  0.005
H (-3.801, 3.220, -3.576)  0.001
H (-3.871, 1.258, -5.121)  0.001
H (-2.613, -0.794, -4.485)  -0.001
H (-0.810, -0.932, -1.308)  0.005
S (-2.703, -1.422, 0.728)  0.031
C (-3.767, -0.928, -0.411)  -0.005
N (-4.517, -0.615, -1.237)  0.019
N (-1.198, -1.044, -2.253)  0.034
P (-0.442, -2.202, -3.242)  0.077
C (0.460, -3.174, -2.043)  0.001
C (-0.053, -3.412, -0.757)  0.077
C (0.491, -4.409, 0.025)  -0.035
C (1.519, -5.207, -0.457)  0.047
C (2.016, -4.993, -1.738)  0.006
C (1.481, -4.007, -2.531)  0.014
C (0.640, -1.563, -4.506)  -0.006
C (1.975, -1.248, -4.193)  0.191
C (2.794, -0.695, -5.149)  -0.113
C (2.307, -0.408, -6.422)  0.249
C (0.968, -0.652, -6.715)  -0.099
C (0.135, -1.198, -5.767)  0.192
C (-1.740, -3.185, -3.979)  -0.023
C (-2.895, -3.454, -3.229)  0.109
C (-3.817, -4.364, -3.702)  -0.033
C (-3.593, -5.040, -4.895)  0.063
C (-2.422, -4.813, -5.611)  -0.012
C (-1.486, -3.917, -5.147)  0.025
H (-0.876, -2.825, -0.375)  0.034
H (0.105, -4.572, 1.022)  0.000
H (1.910, -6.008, 0.151)  0.006
H (2.810, -5.613, -2.122)  0.001
H (1.838, -3.856, -3.540)  -0.019
H (2.359, -1.466, -3.205)  0.045
H (3.826, -0.481, -4.910)  -0.006
H (2.959, 0.013, -7.170)  0.030
H (0.579, -0.406, -7.692)  -0.005
H (-0.907, -1.367, -5.997)  0.045
H (-3.078, -2.918, -2.308)  0.026
H (-4.722, -4.547, -3.141)  -0.001
H (-4.317, -5.751, -5.264)  0.008
H (-2.240, -5.347, -6.530)  -0.001
H (-0.564, -3.758, -5.687)  0.004

Calculated values
Multiplicity: 5
LUMO level (alpha / beta), eV: 0.25 / 0.25
<S²>: 6.063

---

# 2
A structure of composition C13H23Cl2GaNO at a distorted geometry. Source: the Open Molecules 2025 dataset; level of theory: ωB97M-V with the def2-TZVPD basis set.

Each line ends with the Löwdin charge.
Positions of all 41 atoms, in Å:
Ga (-0.483, -1.236, -0.150)  -0.266
Cl (-2.647, -0.960, 0.143)  0.141
Cl (0.920, -1.955, 1.430)  0.191
C (-0.524, -2.787, -1.134)  -0.283
H (0.128, -3.550, -0.709)  0.027
H (-1.530, -3.151, -1.347)  0.035
C (0.724, -0.834, -2.331)  -0.269
C (0.158, -2.120, -2.428)  -0.502
H (1.346, -0.585, -1.455)  0.054
C (-0.806, -2.326, -3.654)  -0.184
H (1.012, -2.793, -2.662)  0.111
C (-0.225, -1.749, -4.940)  -0.239
H (-0.974, -3.406, -3.779)  0.102
H (-1.775, -1.856, -3.433)  0.112
C (0.187, -0.293, -4.771)  -0.230
H (0.652, -2.335, -5.243)  0.103
H (-0.959, -1.843, -5.746)  0.092
C (1.125, -0.109, -3.559)  -0.263
H (0.678, 0.060, -5.683)  0.089
H (-0.712, 0.321, -4.631)  0.102
H (2.118, -0.456, -3.880)  0.088
H (1.231, 0.958, -3.347)  0.092
O (-0.197, 0.691, 0.488)  -0.089
C (-0.355, 1.201, 1.651)  -0.415
C (-0.847, 0.482, 2.885)  -0.138
C (0.279, 0.348, 3.914)  -0.211
C (0.374, 1.548, 4.853)  -0.221
C (0.773, 2.844, 4.154)  -0.198
C (-0.174, 3.276, 3.037)  -0.169
N (-0.034, 2.487, 1.797)  0.094
H (-1.687, 1.065, 3.294)  0.126
H (-1.226, -0.500, 2.587)  0.063
H (0.102, -0.563, 4.501)  0.115
H (1.240, 0.194, 3.402)  0.100
H (-0.589, 1.685, 5.364)  0.112
H (1.120, 1.324, 5.627)  0.107
H (0.792, 3.647, 4.902)  0.106
H (1.793, 2.758, 3.757)  0.119
H (-1.212, 3.219, 3.394)  0.119
H (0.036, 4.316, 2.771)  0.117
H (0.170, 2.979, 0.930)  0.160

Calculated values
ΔE to the lowest compared entry with this formula, charge and spin, eV: 0.000
Multiplicity: 1
Charge: -1
LUMO level, eV: 2.51

---

# 3
The molecule C4H8N2OS at a distorted geometry. Source: the Open Molecules 2025 dataset; level of theory: ωB97M-V with the def2-TZVPD basis set.

Each line ends with the Mulliken spin population.
Positions of all 16 atoms, in Å:
C (-0.480, 1.449, 0.183)  0.005
C (-1.965, 1.060, 0.227)  -0.019
C (1.749, 0.482, -0.399)  0.006
C (0.220, -2.005, 0.108)  0.012
N (0.364, 0.355, 0.047)  0.041
N (-0.309, -0.860, -0.476)  0.446
O (-0.142, 2.597, 0.252)  0.019
S (-1.997, -0.673, -0.190)  1.407
H (-2.271, 1.086, 1.286)  0.046
H (-2.523, 1.784, -0.299)  0.023
H (2.119, -0.519, -0.588)  0.004
H (1.693, 1.158, -1.349)  -0.001
H (2.479, 0.835, 0.428)  0.002
H (-0.382, -2.786, -0.098)  -0.007
H (1.129, -2.207, -0.382)  0.012
H (0.316, -1.756, 1.250)  0.004

Calculated values
ΔE to the lowest compared entry with this formula, charge and spin, eV: 2.833
Multiplicity: 3
LUMO level (alpha / beta), eV: 0.80 / -1.73
<S²>: 2.007

---

# 4
A cluster of 3 separate species, C14H24F3NO10S in total. Source: the Open Molecules 2025 dataset; level of theory: ωB97M-V with the def2-TZVPD basis set.

Each line ends with the Löwdin charge.
Positions of all 53 atoms, in Å:
N (-2.569, -3.761, -3.351)  -0.001
C (-1.635, -2.631, -3.199)  -0.272
C (-0.197, -3.079, -2.928)  -0.188
C (-0.094, -4.152, -1.833)  -0.142
C (-0.077, -3.506, -0.464)  -0.227
C (1.219, -2.891, 0.064)  -0.071
C (0.654, -2.457, 1.421)  -0.355
S (1.842, -1.979, 2.683)  0.801
O (1.194, -1.132, 3.640)  -0.262
O (2.636, -3.100, 3.075)  -0.238
C (2.928, -0.817, 1.706)  -0.675
F (2.183, -0.159, 0.808)  0.134
F (3.895, -1.470, 1.081)  0.165
F (3.446, 0.058, 2.549)  0.164
O (-0.073, -3.593, 1.864)  0.042
C (-0.409, -4.346, 0.745)  -0.412
O (-0.822, -5.450, 0.855)  0.188
H (-3.185, -3.827, -2.553)  0.067
H (-3.172, -3.617, -4.150)  0.061
H (-1.944, -1.977, -2.379)  0.102
H (-1.671, -2.024, -4.102)  0.105
H (0.310, -3.392, -3.838)  0.109
H (0.330, -2.191, -2.562)  0.103
H (0.810, -4.740, -2.003)  0.126
H (-0.929, -4.847, -1.908)  0.109
H (-0.848, -2.722, -0.463)  0.159
H (1.717, -2.145, -0.539)  0.123
H (1.877, -3.734, 0.302)  0.150
H (-0.046, -1.622, 1.320)  0.151
C (1.661, 6.633, 4.484)  -0.039
O (0.841, 5.472, 4.318)  0.003
C (1.506, 4.383, 3.934)  -0.626
O (2.689, 4.318, 3.727)  0.126
O (0.636, 3.382, 3.818)  0.009
C (1.220, 2.140, 3.415)  -0.048
H (0.989, 7.428, 4.794)  0.093
H (2.414, 6.463, 5.250)  0.097
H (2.144, 6.898, 3.547)  0.097
H (1.949, 1.799, 4.146)  0.099
H (1.696, 2.242, 2.440)  0.091
H (0.405, 1.425, 3.360)  0.086
C (-2.453, 2.734, -0.482)  -0.033
O (-2.221, 1.815, -1.556)  -0.004
C (-2.140, 2.388, -2.757)  -0.628
O (-2.249, 3.561, -2.988)  0.130
O (-1.910, 1.432, -3.659)  -0.007
C (-1.781, 1.911, -5.001)  -0.037
H (-2.497, 2.132, 0.421)  0.092
H (-1.639, 3.452, -0.409)  0.098
H (-3.395, 3.259, -0.624)  0.098
H (-0.944, 2.602, -5.083)  0.098
H (-2.696, 2.402, -5.323)  0.098
H (-1.596, 1.033, -5.612)  0.090

Calculated values
Multiplicity: 1
LUMO level, eV: 0.18

---

Number 1: E -5507.2618 a.u.. Number 2: E -3484.3878 a.u.. Number 3: E -739.9380 a.u.. Number 4: E -2052.7873 a.u..